{
  "formula": "C40H56BrF2NO18S3",
  "method": "wB97M-V/def2-TZVPD",
  "gap_ev": 9.9,
  "e_homo_ev": -9.7,
  "mol_weight_g_mol": 1052.98,
  "relative_energy_kj_mol": 0.0,
  "elements": ["C", "C", "C", "C", "N", "C", "S", "C", "Br", "O", "S", "O", "O", "C", "C", "C", "C", "C", "C", "C", "C", "C", "O", "C", "C", "O", "S", "O", "O", "F", "C", "C", "C", "O", "F", "H", "H", "H", "H", "H", "H", "H", "H", "H", "H", "H", "H", "H", "H", "H", "H", "H", "H", "H", "H", "H", "H", "H", "H", "H", "H", "O", "C", "C", "C", "C", "O", "H", "H", "H", "H", "H", "H", "O", "C", "C", "C", "C", "O", "H", "H", "H", "H", "H", "H", "O", "C", "C", "C", "C", "O", "H", "H", "H", "H", "H", "H", "O", "C", "C", "C", "C", "O", "H", "H", "H", "H", "H", "H", "O", "C", "C", "C", "C", "O", "H", "H", "H", "H", "H", "H"],
  "positions_angstrom": [[-2.013318, -8.315643, 0.147716], [-1.943059, -7.246123, -0.369787], [-1.784879, -5.970921, -1.065201], [-0.347593, -5.672911, -1.556680], [-0.070679, -6.649373, -2.613143], [0.877240, -6.557824, -3.362874], [2.092353, -6.431697, -4.314635], [0.705900, -5.812744, -0.440942], [1.428526, -7.564573, -0.137779], [0.118441, -5.375669, 0.791556], [-0.136104, -3.802644, 0.872669], [0.882209, -3.236094, 1.686094], [-1.490204, -3.622500, 1.282963], [-0.011153, -3.153515, -0.860338], [-1.042828, -1.986466, -0.895440], [-0.897576, -0.866733, 0.166495], [-0.529159, 0.479179, -0.463267], [-0.271455, 1.540162, 0.624371], [1.199701, 1.541586, 1.025520], [2.082768, 2.345954, 0.041913], [3.266804, 1.563839, -0.525607], [4.154939, 0.975470, 0.550491], [5.444974, 0.565879, 0.023652], [5.362098, -0.547542, -0.760348], [5.643796, -1.847970, -0.063734], [5.116766, -0.481591, -1.933184], [1.652724, -2.461322, -1.179692], [2.514463, -3.502849, -1.626746], [2.098344, -1.588773, -0.161147], [1.285295, -1.607113, -2.432427], [-0.289374, -4.207710, -2.043310], [-1.510766, -3.782820, -2.895378], [-1.705497, -4.666245, -4.099083], [-0.925064, -4.839479, -4.968623], [-2.928771, -5.235189, -4.153062], [-1.958004, -9.280674, 0.590774], [-2.432993, -6.030583, -1.939861], [-2.166381, -5.163986, -0.437870], [1.578016, -5.192768, -0.632834], [-2.019879, -2.430317, -0.757000], [-0.977143, -1.509144, -1.862699], [-0.161882, -1.079803, 0.940263], [-1.874290, -0.718023, 0.626237], [0.395888, 0.394907, -1.042698], [-1.326118, 0.816260, -1.128031], [-0.560646, 2.535515, 0.289181], [-0.868172, 1.268996, 1.502244], [1.276149, 2.024878, 2.004354], [1.583957, 0.530352, 1.166144], [2.462581, 3.217500, 0.575469], [1.460816, 2.740432, -0.764418], [3.885231, 2.245623, -1.117095], [2.903159, 0.787031, -1.201139], [3.698488, 0.082695, 0.984203], [4.371886, 1.709808, 1.323530], [5.341370, -2.654717, -0.726152], [5.079036, -1.907047, 0.866674], [6.708449, -1.931500, 0.153317], [0.547956, -4.070590, -2.729113], [-1.330608, -2.804907, -3.340778], [-2.427911, -3.695556, -2.322808], [0.668906, 4.749868, 1.345719], [-0.319523, 5.422792, 1.299564], [-0.913247, 6.261948, 2.406461], [-2.332630, 6.517542, 1.901366], [-2.139360, 6.474149, 0.389303], [-1.074453, 5.530502, 0.178158], [-0.339078, 7.183668, 2.507113], [-0.879166, 5.707038, 3.337068], [-2.772508, 7.446451, 2.258468], [-2.985025, 5.697644, 2.206244], [-1.836302, 7.438784, -0.023504], [-3.019604, 6.125551, -0.145920], [-3.117672, -0.669882, -2.266474], [-3.228479, -0.134158, -3.333141], [-3.756023, 1.250742, -3.638347], [-4.001927, 1.187036, -5.145890], [-2.960785, 0.166557, -5.590468], [-2.822675, -0.736582, -4.473836], [-2.984579, 1.977932, -3.376272], [-4.655726, 1.448946, -3.063037], [-3.904969, 2.142789, -5.655226], [-5.003860, 0.801438, -5.338527], [-1.988185, 0.622356, -5.783510], [-3.261484, -0.404843, -6.464505], [0.686311, 5.313482, 5.031637], [0.330619, 4.186285, 5.219595], [1.187235, 2.971187, 5.507003], [0.243200, 1.810330, 5.185351], [-1.113313, 2.425414, 5.497696], [-0.976075, 3.827889, 5.186467], [1.487110, 2.996978, 6.556208], [2.069830, 2.979153, 4.873186], [0.441104, 0.909940, 5.749111], [0.307344, 1.566808, 4.126607], [-1.380930, 2.330926, 6.552340], [-1.918649, 2.013082, 4.894740], [0.129943, 4.793456, -3.847493], [1.317701, 4.664515, -3.915797], [2.102659, 3.799951, -4.885983], [3.483490, 3.737208, -4.238024], [3.536029, 5.062013, -3.487336], [2.173204, 5.334308, -3.111032], [2.122053, 4.301378, -5.855096], [1.634739, 2.824673, -4.987364], [4.300856, 3.606217, -4.943711], [3.514658, 2.908148, -3.529506], [3.888686, 5.882536, -4.116285], [4.146091, 5.022419, -2.588462], [-0.242927, -0.895364, 4.531737], [-1.094357, -1.545543, 5.060755], [-1.550301, -2.949518, 4.717259], [-2.885823, -3.055661, 5.452357], [-2.673629, -2.108076, 6.627726], [-1.791587, -1.085103, 6.131932], [-0.809630, -3.653247, 5.100082], [-1.641047, -3.065065, 3.640557], [-3.148610, -4.065114, 5.760620], [-3.686205, -2.679107, 4.814275], [-2.188728, -2.598522, 7.474342], [-3.591459, -1.638621, 6.972761]],
  "forces_ev_per_angstrom": [[0.1, -0.7, 0.3], [0.3, 0.6, -0.3], [-0.3, -0.3, 0.2], [-0.6, -0.7, 0.2], [0.4, 0.7, -0.3], [-0.1, 0.0, 0.2], [0.2, -0.1, -0.2], [0.2, -0.1, 0.4], [0.0, 0.0, 0.0], [-0.2, 0.3, -0.5], [0.2, 0.3, 0.8], [0.3, -0.1, -0.2], [-0.3, -0.3, -0.2], [-0.6, 0.1, -0.7], [0.6, 0.2, 0.9], [0.0, 0.4, -0.5], [0.2, 0.5, 0.2], [0.1, -0.8, 0.0], [0.1, 0.8, 0.3], [0.2, -0.3, 0.4], [-0.2, 0.4, -0.2], [0.1, -0.3, -0.3], [0.0, 0.1, 0.2], [0.1, -0.2, -0.3], [-0.2, 0.0, 0.0], [0.0, 0.1, 0.0], [0.6, -0.7, 0.9], [0.0, 0.0, -0.3], [-0.2, 0.4, -0.2], [0.0, 0.0, -0.2], [-0.1, 0.9, -0.2], [-0.2, -0.2, 0.1], [0.3, 0.0, -0.1], [-0.1, 0.0, -0.1], [0.0, 0.0, 0.1], [-0.2, 0.0, 0.0], [0.1, 0.2, -0.1], [0.1, 0.0, 0.0], [0.0, -0.1, -0.3], [0.0, -0.1, -0.3], [-0.2, -0.2, -0.1], [-0.1, -0.2, 0.1], [0.1, -0.2, 0.2], [-0.1, -0.1, -0.2], [0.0, -0.2, -0.1], [0.0, 0.0, 0.1], [-0.2, 0.2, 0.0], [0.0, -0.1, 0.0], [-0.2, -0.1, -0.1], [0.0, 0.1, -0.1], [0.1, 0.0, -0.1], [0.0, -0.1, -0.1], [0.1, -0.1, 0.0], [-0.1, 0.2, 0.3], [0.0, 0.0, 0.0], [0.1, -0.1, 0.0], [0.1, 0.0, 0.1], [0.0, 0.1, 0.1], [0.2, -0.5, 0.1], [0.1, 0.0, 0.1], [-0.1, -0.1, 0.0], [-0.1, -0.1, -0.1], [0.2, 0.2, 0.2], [-0.5, -0.1, -0.1], [0.1, 0.0, 0.0], [-0.1, 0.0, 0.1], [0.0, 0.0, 0.0], [0.1, -0.1, 0.0], [0.2, 0.2, 0.1], [0.0, 0.0, -0.1], [0.0, 0.0, 0.0], [0.0, 0.0, 0.0], [0.1, -0.1, -0.1], [-0.3, 0.0, -0.1], [0.1, 0.2, 0.2], [-0.2, -0.1, -0.3], [0.0, 0.0, 0.1], [0.0, 0.1, -0.1], [0.0, 0.0, 0.0], [0.0, 0.0, 0.1], [0.1, 0.0, 0.1], [0.1, 0.0, 0.0], [0.0, 0.0, 0.0], [0.0, 0.0, 0.0], [0.0, -0.1, 0.1], [-0.1, 0.1, 0.1], [0.3, 0.0, 0.0], [-0.3, -0.2, -0.3], [0.2, 0.5, 0.2], [0.0, -0.2, 0.0], [-0.1, 0.0, 0.0], [0.0, 0.0, 0.0], [0.1, 0.2, 0.1], [0.0, 0.0, 0.0], [0.0, -0.1, 0.0], [0.0, 0.0, 0.0], [0.0, 0.1, 0.0], [0.0, 0.0, 0.1], [-0.1, 0.0, -0.2], [0.3, -0.1, 0.3], [-0.1, -0.1, -0.1], [0.1, -0.1, 0.0], [0.0, 0.0, 0.0], [-0.1, 0.0, 0.0], [-0.1, 0.1, -0.1], [0.0, 0.1, 0.0], [0.0, 0.0, 0.0], [0.0, 0.0, 0.0], [-0.1, 0.0, 0.1], [-0.1, -0.2, -0.1], [0.2, -0.3, -0.1], [-0.4, 0.1, 0.0], [0.1, 0.0, -0.1], [-0.1, -0.1, 0.0], [-0.1, 0.1, 0.0], [0.1, 0.0, -0.1], [0.2, 0.0, 0.0], [0.0, 0.0, 0.1], [0.0, 0.0, 0.0], [0.0, 0.0, 0.0], [0.1, 0.1, 0.0]],
  "mulliken_charge": [-0.077, -1.549, -0.256, 1.336, -0.550, 0.649, -0.378, -0.561, -0.059, -0.370, 1.771, -0.628, -0.738, 0.935, -3.643, -1.242, 0.389, -1.187, 0.041, -0.806, 0.095, -0.521, -0.468, 0.800, -0.935, -0.548, 1.306, -0.644, -0.095, -0.273, 0.696, -1.287, -0.244, -0.485, -0.290, 0.467, 0.501, 0.258, 0.389, 0.573, 1.080, 0.470, 0.520, 0.056, -0.243, 0.361, 0.428, -0.023, 0.226, 0.502, 0.101, 0.343, -0.088, 0.182, 0.355, 0.258, 0.251, 0.389, 0.792, 0.979, 0.483, -0.525, 0.442, 0.295, -0.680, -0.464, -0.332, 0.282, -0.315, 0.373, 0.252, 0.275, 0.346, -0.502, 0.498, -0.488, -0.542, -0.454, -0.270, 0.257, 0.378, 0.346, 0.268, 0.263, 0.319, -0.595, 0.668, -0.633, 0.465, -0.515, -0.409, 0.352, 0.275, 0.426, -0.472, 0.249, 0.340, -0.625, 0.581, -0.455, -0.117, -0.479, -0.360, 0.287, 0.267, 0.393, -0.090, 0.309, 0.338, -0.489, 0.469, 0.194, -0.657, -0.456, -0.405, 0.320, -0.250, 0.366, 0.274, 0.244, 0.373]
}


{
  "formula": "C40H58CsN6O2P2S",
  "method": "wB97M-V/def2-TZVPD",
  "charge": -1,
  "gap_ev": 4.5,
  "e_homo_ev": -2.6,
  "mol_weight_g_mol": 881.86,
  "relative_energy_kj_mol": 61.9,
  "elements": ["Cs", "C", "C", "N", "C", "C", "S", "C", "C", "N", "H", "H", "H", "H", "H", "H", "H", "H", "H", "H", "H", "H", "H", "H", "O", "C", "C", "C", "C", "C", "C", "C", "P", "C", "C", "C", "C", "C", "C", "C", "C", "C", "C", "C", "C", "H", "H", "H", "H", "H", "H", "H", "H", "H", "H", "H", "H", "H", "H", "C", "N", "C", "C", "C", "C", "C", "C", "C", "C", "H", "H", "H", "H", "H", "H", "H", "H", "H", "H", "H", "H", "C", "N", "C", "P", "O", "N", "C", "C", "N", "C", "C", "H", "H", "H", "H", "H", "H", "H", "H", "H", "H", "H", "H", "H", "H", "H", "H", "H", "H"],
  "positions_angstrom": [[-0.416655, 0.514359, -0.037456], [-4.806357, -0.509198, -2.582183], [-4.409581, 0.983162, -2.436410], [-3.782330, 1.234408, -1.160544], [-4.614789, 1.574833, -0.039001], [-5.359224, 0.377925, 0.568162], [-4.308611, -1.049810, 1.017461], [-4.914940, -2.365928, -0.092700], [-4.128163, -2.586400, -1.396456], [-3.762857, -1.352614, -2.039634], [-5.031054, -0.725250, -3.637276], [-5.725616, -0.693760, -2.025653], [-5.301121, 1.612358, -2.595532], [-3.686486, 1.218547, -3.219186], [-3.012519, 1.875968, -1.250985], [-5.384196, 2.329916, -0.291365], [-3.968466, 2.007930, 0.726695], [-6.133828, 0.014678, -0.105380], [-5.844105, 0.701644, 1.490335], [-5.964796, -2.151031, -0.296375], [-4.877361, -3.276556, 0.505649], [-4.741333, -3.256219, -2.028094], [-3.200423, -3.113441, -1.166693], [-2.986469, -1.458961, -2.676052], [-0.306004, 1.566538, -2.278689], [0.875843, 1.549785, -2.602604], [1.681795, 1.077046, -3.640103], [2.201868, 1.950286, -4.651530], [3.200750, 1.551611, -5.494252], [3.781117, 0.275711, -5.391849], [3.312725, -0.581020, -4.412556], [2.277727, -0.230215, -3.552576], [1.724041, -1.319462, -2.206962], [1.399594, -2.892087, -3.089465], [0.908047, -2.883019, -4.395856], [0.559949, -4.064337, -5.032806], [0.687759, -5.278921, -4.373876], [1.148369, -5.299825, -3.064876], [1.491330, -4.118706, -2.425743], [3.338419, -1.643555, -1.382038], [4.273593, -2.621082, -1.718090], [5.471401, -2.715365, -1.024740], [5.754263, -1.834834, 0.009681], [4.842042, -0.842722, 0.337692], [3.648355, -0.748054, -0.357517], [1.788624, 2.950757, -4.718731], [3.564882, 2.239691, -6.249658], [4.572740, -0.026851, -6.065114], [3.756249, -1.566263, -4.312839], [0.818552, -1.935991, -4.914574], [0.192381, -4.039587, -6.051891], [0.428096, -6.202667, -4.876489], [1.237958, -6.242426, -2.537751], [1.832497, -4.140023, -1.398310], [4.070270, -3.321028, -2.518302], [6.185113, -3.486642, -1.290876], [6.678095, -1.925547, 0.568266], [5.046722, -0.164196, 1.155261], [2.924081, 0.018319, -0.102598], [-1.700913, -3.697631, 1.922952], [-0.526851, -2.870753, 1.756006], [0.218766, -3.261922, 0.577917], [0.321618, -2.927036, 2.935034], [1.372813, -1.827992, 3.055179], [2.333459, -2.045260, 4.045962], [3.321058, -1.105479, 4.301676], [3.337056, 0.050955, 3.534236], [2.375106, 0.224374, 2.544557], [1.329960, -0.675408, 2.243506], [-1.455221, -4.762245, 2.103008], [-2.315780, -3.643116, 1.020537], [-2.297819, -3.330652, 2.760017], [0.578272, -4.307173, 0.643987], [1.077391, -2.595000, 0.477682], [-0.407704, -3.171409, -0.314049], [0.828083, -3.912750, 2.980528], [-0.332159, -2.880643, 3.813725], [2.314305, -2.963974, 4.631954], [4.065402, -1.280253, 5.070864], [4.110472, 0.798551, 3.704519], [2.450348, 1.147344, 1.957615], [1.787506, 3.777133, 3.051597], [0.960454, 3.433399, 1.908765], [1.599029, 3.627350, 0.613010], [-0.695532, 3.577201, 1.979413], [-1.360848, 3.062127, 0.768608], [-1.142420, 2.889459, 3.447922], [-0.657640, 1.531271, 3.707609], [-2.587718, 2.977670, 3.679321], [-1.158954, 5.186551, 2.248705], [-0.787442, 5.881268, 3.467446], [-1.167407, 6.037843, 1.069792], [2.652478, 3.110714, 3.091367], [1.222410, 3.652722, 3.973246], [2.152118, 4.811110, 2.992960], [2.421965, 2.920703, 0.479033], [2.001875, 4.643673, 0.511602], [0.875288, 3.460111, -0.180929], [0.380388, 1.412466, 3.414224], [-1.239074, 0.774312, 3.168318], [-0.745804, 1.325682, 4.777689], [-2.950287, 3.973754, 3.434590], [-2.791411, 2.772081, 4.732880], [-3.140248, 2.246562, 3.076392], [-0.695069, 5.168843, 4.283626], [-1.564785, 6.608291, 3.726025], [0.158978, 6.428333, 3.363808], [-1.377618, 5.431273, 0.190281], [-0.208356, 6.554028, 0.923454], [-1.947501, 6.799661, 1.162867]],
  "forces_ev_per_angstrom": [[-0.6, -1.5, 1.9], [0.2, 0.1, 0.2], [0.0, -0.5, 0.1], [0.1, 0.5, -0.1], [0.0, -0.2, 0.0], [0.2, -0.1, 0.0], [0.0, 0.0, 0.0], [0.2, 0.2, 0.1], [-0.1, 0.2, 0.1], [0.0, -0.1, -0.4], [-0.1, 0.0, 0.0], [0.0, 0.0, 0.0], [0.0, 0.0, -0.1], [0.0, 0.0, 0.0], [0.1, 0.1, 0.0], [0.0, 0.0, 0.0], [0.0, 0.0, 0.0], [-0.1, 0.0, 0.0], [-0.1, 0.0, 0.0], [0.0, -0.1, 0.0], [-0.1, -0.1, -0.1], [0.0, 0.0, 0.0], [0.0, 0.0, 0.0], [0.0, 0.0, 0.1], [-0.1, 0.6, -2.6], [0.2, 1.0, 1.3], [0.5, -0.7, -0.8], [-0.5, 0.0, 0.3], [0.1, -0.2, 0.0], [0.0, 0.0, -0.1], [0.0, 0.1, 0.0], [-0.3, 0.3, -0.1], [0.4, -0.2, -0.3], [-0.1, -0.1, 0.0], [0.1, 0.0, 0.0], [0.0, -0.1, 0.0], [0.0, 0.0, 0.0], [0.0, -0.1, 0.0], [0.0, 0.1, 0.0], [0.0, 0.1, 0.0], [-0.1, 0.0, 0.0], [0.0, -0.1, 0.0], [0.0, 0.0, 0.0], [0.1, 0.0, 0.0], [-0.2, -0.1, -0.1], [0.0, 0.0, 0.0], [0.0, 0.0, 0.0], [0.0, 0.0, 0.0], [0.0, 0.0, 0.0], [0.0, 0.0, 0.0], [0.0, 0.0, 0.0], [0.0, 0.0, 0.0], [0.0, 0.0, 0.0], [0.1, -0.1, 0.0], [0.0, 0.0, 0.0], [0.0, 0.0, 0.0], [0.0, 0.0, 0.0], [0.0, 0.0, 0.0], [0.1, -0.1, 0.1], [0.0, 0.1, -0.1], [0.0, -0.1, 0.0], [-0.1, 0.2, 0.1], [-0.1, 0.1, 0.0], [-0.1, 0.0, -0.1], [0.0, 0.0, 0.0], [0.0, -0.1, 0.0], [0.1, 0.1, 0.0], [-0.1, 0.0, 0.0], [0.5, -0.2, 0.3], [0.0, 0.0, 0.0], [0.0, 0.0, 0.0], [0.0, 0.0, 0.0], [0.0, 0.0, 0.0], [0.0, 0.0, 0.0], [0.0, 0.0, 0.0], [0.0, 0.0, 0.0], [0.0, 0.0, 0.0], [0.0, 0.0, 0.0], [0.0, 0.0, 0.0], [0.0, 0.0, 0.0], [0.0, 0.0, 0.0], [0.1, 0.0, 0.0], [-0.4, 0.0, 0.0], [0.0, -0.1, -0.1], [-0.1, 0.7, 1.1], [-0.2, 0.3, -0.3], [0.0, 0.1, -0.6], [0.0, -0.1, 0.1], [0.0, 0.0, 0.2], [0.2, -0.4, -0.2], [0.0, 0.0, 0.0], [-0.1, 0.0, 0.0], [0.0, 0.0, 0.0], [0.0, 0.0, 0.0], [0.0, 0.0, 0.0], [0.0, 0.0, 0.0], [0.0, 0.0, 0.0], [0.1, -0.1, -0.1], [0.0, 0.0, 0.0], [0.0, 0.0, 0.0], [0.0, 0.0, 0.0], [0.0, 0.0, 0.0], [0.0, 0.0, 0.0], [0.0, 0.0, 0.0], [0.0, 0.0, 0.0], [0.0, 0.0, 0.0], [0.0, 0.0, 0.0], [0.0, 0.1, 0.0], [0.0, 0.0, 0.0], [0.0, 0.0, 0.0]],
  "mulliken_charge": [1.665, -0.808, -0.969, 0.478, -0.133, -0.968, 0.042, -0.989, -0.593, 0.221, 0.404, 0.312, 0.278, 0.429, -0.022, 0.287, -0.276, 0.348, 0.590, 0.483, 0.483, 0.208, 0.226, 0.139, -0.681, 1.237, -0.183, -1.171, -0.406, -0.931, 0.186, -0.025, 0.129, 0.123, -0.993, -0.575, -0.553, -0.883, -0.370, 0.716, -0.273, -0.738, -0.677, -0.341, -0.639, 0.410, 0.370, 0.403, 0.259, 0.422, 0.421, 0.381, 0.411, 0.636, 0.362, 0.393, 0.368, 0.359, 0.249, -0.808, 0.920, -0.913, -1.736, -0.588, -0.700, -1.057, -0.751, -0.417, 2.094, 0.337, -0.128, 0.339, 0.326, -0.003, 0.222, 0.313, 0.594, 0.347, 0.337, 0.352, -0.192, -1.067, 0.815, -1.026, 0.418, -0.884, 0.177, -0.499, -0.966, 0.201, -1.103, -1.062, 0.283, 0.345, 0.226, 0.200, 0.206, 0.399, -0.108, 0.140, 0.438, 0.413, 0.367, 0.079, 0.345, 0.349, 0.288, 0.237, 0.286, 0.381]
}


Number 1: LUMO 0.24 eV. Number 2: LUMO 1.92 eV.